## P
{"formula": "C4H8N4", "method": "ωB97M-V/def2-TZVPD", "homo_energy_ev": -8.8, "gap_ev": 9.70, "lumo_ha": 0.033, "smiles": "[H]/N=C/N(/C=N/C)N=C", "species": ["C", "C", "C", "C", "H", "H", "H", "H", "H", "H", "H", "H", "N", "N", "N", "N"], "positions_angstrom": [[-2.74, -0.99, -0.07], [-0.44, -0.49, 0.23], [0.72, 1.59, -0.01], [2.09, -1.67, -0.02], [-2.54, -1.88, 0.55], [-3.21, -1.35, -0.98], [-3.49, -0.35, 0.52], [-0.38, -1.27, 1.06], [1.72, 2.00, -0.16], [-0.13, 3.28, 0.09], [3.10, -1.98, -0.24], [1.38, -2.38, 0.54], [-1.55, -0.18, -0.28], [0.78, 0.21, 0.13], [-0.36, 2.26, 0.07], [1.94, -0.39, -0.22]]}

***

## Q
{"formula": "C4H8N4", "method": "ωB97M-V/def2-TZVPD", "homo_energy_ev": -8.3, "gap_ev": 9.09, "lumo_ha": 0.029, "smiles": "C[C@H]1N=NC=C1NN", "species": ["C", "C", "C", "C", "H", "H", "H", "H", "H", "H", "H", "H", "N", "N", "N", "N"], "positions_angstrom": [[-0.60, -1.80, 1.20], [-0.08, -1.20, -0.07], [-0.45, 0.88, -0.93], [0.40, 0.28, -0.06], [-1.36, -1.08, 1.69], [0.28, -2.06, 1.89], [-1.23, -2.80, 0.98], [0.79, -1.81, -0.40], [-0.54, 1.89, -1.20], [1.80, 0.26, 1.46], [0.85, 2.75, 1.48], [1.53, 2.50, -0.11], [-1.02, -1.25, -1.17], [-1.28, -0.13, -1.56], [1.11, 0.85, 0.91], [1.52, 2.16, 0.88]]}

***

P has the most favorable energy; the next structure is 0.0090 hartree above.

***

## P
{"formula": "C4H8N4", "method": "ωB97M-V/def2-TZVPD", "homo_energy_ev": [-8.6, -8.4], "gap_ev": [8.34, 6.91], "lumo_ha": [-0.010, -0.054], "species": ["C", "C", "N", "C", "C", "N", "N", "N", "H", "H", "H", "H", "H", "H", "H", "H"], "positions_angstrom": [[0.53, 1.36, 0.15], [-1.69, 0.98, -1.08], [-0.35, 0.56, -0.72], [1.15, -1.13, -0.24], [0.14, -0.03, 0.56], [1.53, -2.21, 0.47], [1.27, -0.79, -1.42], [-0.59, -0.44, 1.59], [1.17, -2.26, 1.41], [1.66, -3.07, -0.06], [-0.28, 0.01, 2.45], [1.50, 1.61, -0.26], [0.06, 2.16, 0.71], [-1.63, 1.79, -1.81], [-2.26, 1.33, -0.22], [-2.21, 0.13, -1.53]]}

***

## Q
{"formula": "C4H8N4", "method": "ωB97M-V/def2-TZVPD", "homo_energy_ev": -9.1, "gap_ev": 8.98, "lumo_ha": -0.005, "species": ["C", "C", "C", "C", "H", "H", "H", "H", "H", "H", "H", "H", "N", "N", "N", "N"], "positions_angstrom": [[-3.11, 0.27, 0.05], [-0.49, -0.29, -0.11], [2.77, -0.65, 0.56], [2.82, 0.48, -0.52], [-4.74, -0.71, -0.44], [-3.81, 1.12, 0.06], [-1.52, 1.94, -0.05], [-0.78, -1.20, -0.51], [3.43, -1.60, 0.48], [2.21, -0.39, 1.69], [3.54, 0.23, -1.38], [2.69, 1.48, 0.14], [-3.65, -0.91, -0.16], [-1.71, 0.51, 0.30], [0.65, 0.26, 0.27], [1.70, -0.54, -0.38]]}

***

## R
{"formula": "C4H8N4", "method": "ωB97M-V/def2-TZVPD", "homo_energy_ev": -9.6, "gap_ev": 10.42, "lumo_ha": 0.029, "smiles": "[H]/N=C1/CC/C(=N/[H])NN1", "species": ["C", "C", "C", "C", "H", "H", "H", "H", "H", "H", "H", "H", "N", "N", "N", "N"], "positions_angstrom": [[0.26, 0.27, -1.48], [0.77, -0.91, -0.56], [-0.27, -1.28, 0.47], [-0.47, -0.06, 1.40], [0.04, 1.28, -2.93], [0.98, -1.75, -1.25], [1.72, -0.59, -0.08], [-1.22, -1.39, -0.08], [-0.07, -2.14, 1.04], [-0.29, 0.72, 3.10], [0.48, 1.69, 1.21], [-1.22, 1.46, -0.92], [0.33, 0.35, -2.73], [-0.48, -0.17, 2.65], [-0.31, 1.20, 0.77], [-0.25, 1.31, -0.60]]}

***

R has the most favorable energy; the next structure is 0.1530 hartree above.

***

## P
{"formula": "C4H8N4", "method": "ωB97M-V/def2-TZVPD", "homo_energy_ev": -8.2, "gap_ev": 8.44, "lumo_ha": 0.011, "species": ["C", "C", "C", "C", "H", "H", "H", "H", "H", "H", "H", "H", "N", "N", "N", "N"], "positions_angstrom": [[0.27, -0.66, -0.31], [-0.90, 0.36, 1.45], [-2.04, -0.29, 1.62], [1.50, 1.90, -0.19], [0.56, -2.78, -1.23], [0.14, -2.09, -3.20], [-0.04, -1.52, 0.15], [-0.67, 1.02, 2.20], [-2.43, -0.23, 2.59], [-2.52, -1.29, 1.05], [1.51, 1.50, -1.20], [2.02, 2.80, -0.11], [-0.16, -2.05, -1.95], [0.38, -0.66, -1.63], [0.05, 0.48, 0.56], [0.93, 1.48, 0.80]]}

***

## Q
{"formula": "C4H8N4", "method": "ωB97M-V/def2-TZVPD", "homo_energy_ev": -7.2, "gap_ev": 8.24, "lumo_ha": 0.038, "species": ["C", "C", "C", "C", "N", "N", "N", "N", "H", "H", "H", "H", "H", "H", "H", "H"], "positions_angstrom": [[1.57, -1.25, -0.82], [0.82, -0.25, 1.19], [-0.57, -0.27, -1.42], [-0.51, 1.22, 2.55], [1.64, -0.63, 0.32], [0.36, -1.13, -1.59], [-1.61, -0.42, -2.26], [0.53, 1.00, 1.58], [2.46, -1.49, -1.36], [0.09, 1.93, 3.28], [-1.42, 1.80, 2.24], [-0.84, 0.24, 2.90], [0.27, -1.74, -2.38], [-2.32, 0.20, -2.15], [-1.30, -1.07, -3.06], [0.83, 1.84, 0.98]]}

***

## R
{"formula": "C4H8N4", "method": "ωB97M-V/def2-TZVPD", "homo_energy_ev": -8.9, "gap_ev": 9.62, "lumo_ha": 0.028, "smiles": "[H]/N=C/N(/C=N/C)N=C", "species": ["C", "C", "C", "C", "H", "H", "H", "H", "H", "H", "H", "H", "N", "N", "N", "N"], "positions_angstrom": [[-2.62, -0.81, -0.82], [-0.59, 0.10, -0.14], [1.70, -0.40, -0.37], [0.04, 1.55, 2.05], [-2.98, 0.18, -0.86], [-3.03, -1.30, 0.06], [-3.00, -1.31, -1.73], [-1.18, 0.99, 0.05], [2.63, -0.46, 0.23], [2.44, -0.91, -2.04], [0.32, 2.22, 2.88], [-0.97, 1.32, 1.92], [-1.12, -0.87, -0.81], [0.68, 0.16, 0.36], [1.55, -0.88, -1.54], [0.97, 1.10, 1.30]]}

***

R has the most favorable energy; the next structure is 0.0431 hartree above.

***

## P
{"formula": "C4H8N4", "method": "ωB97M-V/def2-TZVPD", "homo_energy_ev": -8.2, "gap_ev": 9.00, "lumo_ha": 0.028, "smiles": "[H]/N=C(\\N=C)N(N)C=C", "species": ["N", "C", "N", "C", "C", "C", "N", "N", "H", "H", "H", "H", "H", "H", "H", "H"], "positions_angstrom": [[-0.91, -0.06, -0.19], [0.10, -0.94, 0.07], [-2.09, -0.60, -0.74], [-0.96, 1.30, 0.07], [2.33, -0.21, -0.08], [-0.10, 2.04, 0.76], [1.29, -0.47, 0.59], [-0.13, -2.18, -0.12], [-1.82, -1.29, -1.44], [-2.60, -1.11, -0.02], [0.65, -2.79, 0.07], [-1.85, 1.72, -0.37], [3.23, 0.04, 0.46], [2.37, -0.22, -1.17], [0.77, 1.65, 1.25], [-0.28, 3.10, 0.86]]}

***

## Q
{"formula": "C4H8N4", "method": "ωB97M-V/def2-TZVPD", "homo_energy_ev": -7.9, "gap_ev": 8.84, "lumo_ha": 0.035, "species": ["C", "C", "C", "C", "H", "H", "H", "H", "H", "H", "H", "H", "N", "N", "N", "N"], "positions_angstrom": [[1.03, 0.10, -0.68], [-1.31, 0.08, 0.70], [-0.17, -0.75, 0.61], [0.98, 0.34, 0.72], [2.08, -1.23, -2.27], [0.03, 1.28, -2.08], [-2.06, 1.09, -1.37], [-1.08, 0.70, 1.45], [-2.27, -0.50, 0.98], [-0.20, -1.47, -0.16], [0.74, -0.96, 2.69], [0.90, 1.43, 1.08], [1.95, -0.60, -1.26], [-0.19, 0.44, -1.41], [-1.29, 0.95, -0.56], [0.86, -0.89, 1.55]]}

***

## R
{"formula": "C4H8N4", "method": "ωB97M-V/def2-TZVPD", "homo_energy_ev": -8.5, "gap_ev": 9.30, "lumo_ha": 0.031, "smiles": "C1=C\\NNCC/N=N/1", "species": ["C", "C", "C", "C", "H", "H", "H", "H", "H", "H", "H", "H", "N", "N", "N", "N"], "positions_angstrom": [[1.41, 0.73, -0.24], [1.65, -0.75, -0.01], [-1.65, -1.15, -0.05], [-1.98, 0.07, -0.19], [1.20, 0.88, -1.36], [2.38, 1.25, 0.02], [1.94, -1.10, 1.02], [2.63, -1.06, -0.59], [-2.47, -1.79, 0.24], [-2.94, 0.44, -0.36], [-1.46, 2.00, -0.02], [0.05, 0.67, 1.39], [0.43, -1.27, -0.53], [-0.32, -1.34, 0.47], [-1.09, 1.17, -0.27], [0.22, 1.25, 0.48]]}

***

P has the most favorable energy; the next structure is 0.0910 hartree above.

***

## P
{"formula": "C4H8N4", "method": "ωB97M-V/def2-TZVPD", "homo_energy_ev": -8.9, "gap_ev": 9.38, "lumo_ha": 0.018, "smiles": "[H]/N=C(N)/C=C\\N/C=N/[H]", "species": ["C", "C", "C", "C", "H", "H", "H", "H", "H", "H", "H", "H", "N", "N", "N", "N"], "positions_angstrom": [[1.55, -0.08, 0.06], [0.76, 1.18, -0.21], [-0.55, 1.44, -0.13], [-2.01, -0.63, 0.02], [-0.04, -0.41, 1.21], [0.95, -1.67, 1.15], [2.99, -1.12, -0.07], [1.16, 2.00, -0.85], [-0.85, 2.42, -0.39], [-2.37, 1.30, 0.68], [-3.10, -0.89, 0.35], [-1.81, -2.28, -0.88], [1.01, -0.63, 1.23], [2.65, -0.31, -0.63], [-1.71, 0.72, 0.29], [-1.30, -1.32, -0.84]]}

***

## Q
{"formula": "C4H8N4", "method": "ωB97M-V/def2-TZVPD", "homo_energy_ev": -8.1, "gap_ev": 8.93, "lumo_ha": 0.030, "smiles": "[H]/N=C1/NN[C@@H]2C[C@]12N", "species": ["C", "C", "C", "C", "H", "H", "H", "H", "H", "H", "H", "H", "N", "N", "N", "N"], "positions_angstrom": [[0.63, -0.31, -0.03], [0.20, -1.15, 1.11], [-0.57, -1.22, -0.17], [0.07, 1.04, -0.01], [1.76, -0.88, -1.64], [2.57, -1.15, -0.10], [-0.58, -0.76, 1.88], [0.96, -1.92, 1.39], [-0.41, -2.13, -0.66], [-2.16, -0.65, -1.15], [-2.04, 1.61, 0.12], [1.68, 1.62, 0.43], [1.83, -0.48, -0.67], [-1.79, -0.48, -0.22], [-1.36, 0.90, -0.23], [0.76, 2.06, 0.30]]}

***

## R
{"formula": "C4H8N4", "method": "ωB97M-V/def2-TZVPD", "homo_energy_ev": -7.8, "gap_ev": 8.17, "lumo_ha": 0.013, "species": ["C", "C", "C", "C", "H", "H", "H", "H", "H", "H", "H", "H", "N", "N", "N", "N"], "positions_angstrom": [[-0.75, -1.09, -1.13], [0.43, -0.66, -1.75], [1.25, 0.17, -1.02], [1.34, 1.83, 1.94], [-2.11, -1.64, 1.38], [-3.43, -1.15, -0.50], [-1.50, -1.44, -1.85], [0.85, -1.09, -2.67], [2.10, 0.72, -1.63], [0.24, 0.02, 0.76], [0.42, 1.12, 2.46], [1.87, 2.53, 2.49], [-2.44, -0.73, 0.42], [-0.95, -0.84, 0.15], [0.98, 0.62, 0.25], [1.69, 1.64, 0.69]]}

***

P has the most favorable energy; the next structure is 0.0360 hartree above.